Molecular formula: CH3N3O2Si
Method: DFT, wB97M-V/def2-TZVPD

## Properties
* orbital gap: 10.15 eV
* M: 117.140 g mol⁻¹
* SMILES string: N#C[Si@H](N)[N+](=O)[O-]
* relative energy (zero: lowest compared OMol25 entry of this formula, charge and spin): 48.41 kJ/mol
* electronic energy: -17526.1181 eV

Each line ends with the Löwdin charge.
Cartesian coordinates (Å):
C 0.5962 1.7423 0.2472  -0.293
N 0.7855 2.6531 0.8940  0.152
N -1.6040 -0.0375 -0.0512  -0.059
N 1.0350 -1.0884 0.2075  -0.520
O 0.8479 -2.2026 -0.2417  0.019
O 1.7529 -0.8065 1.1136  0.048
Si 0.1574 0.2790 -0.5540  0.614
H -1.9213 0.2199 0.8629  0.018
H -1.9830 -0.8607 -0.4743  0.009
H 0.3333 0.1014 -2.0040  0.013